(1)
Density functional theory data (wB97M-V/def2-TZVPD) for a structure of composition C22H26BCeF2N5O2S5.

```
64
Properties=species:S:1:pos:R:3:forces:R:3:mulliken_charge:R:1
Ce 1.4455 1.5040 -0.1570 -2.83 -0.60 -0.25 1.27
N 0.7410 5.2685 -2.6822 0.08 0.22 -0.17 -0.49
C 0.7373 3.9867 -2.2047 -0.49 -0.41 0.35 0.68
S -0.1321 3.7705 -0.7096 -0.36 0.13 -0.09 -0.58
N 1.2860 3.0968 -2.9684 0.46 0.40 -0.97 -1.23
N 1.3682 1.7910 -2.5424 -0.29 -0.25 -1.30 0.88
C 1.4434 0.9143 -3.4915 -0.02 1.02 0.32 -0.83
C 1.6436 -0.4901 -3.2835 0.11 -0.66 0.77 0.79
C 1.4183 -1.3604 -4.3579 0.00 0.18 0.11 -0.83
C 1.5287 -2.7245 -4.2287 -0.07 -0.19 -0.09 -0.53
C 1.8566 -3.2566 -2.9846 0.00 -0.03 -0.18 -0.86
C 2.1147 -2.4358 -1.9175 0.07 0.41 0.27 0.07
C 2.0454 -1.0255 -2.0119 -0.09 -1.01 -1.49 0.42
O 2.3803 -0.2908 -1.0023 0.19 -0.18 0.25 -0.44
H 0.5166 5.9870 -2.0168 0.06 -0.05 -0.01 0.21
H 1.4212 5.4795 -3.3943 -0.01 -0.03 0.01 0.24
H 1.3425 1.2637 -4.5243 0.05 0.05 0.17 0.26
H 1.1251 -0.9353 -5.3100 0.01 0.07 -0.04 0.35
H 1.3418 -3.3772 -5.0697 -0.03 0.00 -0.05 0.38
H 1.9163 -4.3281 -2.8575 0.01 -0.12 0.02 0.40
H 2.3761 -2.8515 -0.9558 0.01 -0.03 0.05 0.28
S -6.1729 -0.0325 2.1095 -0.36 -0.17 0.64 -0.48
C -4.7839 0.0897 1.2321 0.27 -0.08 0.15 0.31
S -3.2510 -0.4974 1.8573 -0.12 0.53 -1.16 -0.18
C -2.4611 -0.0020 0.2985 -1.23 -0.23 1.07 -0.01
N -3.3158 0.5390 -0.4854 0.86 0.16 -0.88 -0.82
N -4.5846 0.6050 -0.0075 0.12 -0.46 1.11 0.62
C -5.5211 1.1684 -0.8929 -0.40 0.32 -0.59 0.73
C -5.0295 1.6831 -2.0952 0.15 0.03 -0.05 -0.38
C -5.8875 2.2341 -3.0242 -0.08 0.02 -0.02 -0.63
C -7.2499 2.2886 -2.7800 -0.12 0.03 -0.03 -0.42
C -7.7383 1.7812 -1.5899 0.00 0.11 -0.22 -0.72
C -6.8907 1.2231 -0.6496 -0.06 -0.11 0.22 -0.39
S -0.8657 -0.3961 -0.0263 0.96 -0.41 -0.22 -0.17
H -3.9702 1.6390 -2.2851 0.01 0.03 -0.02 0.57
H -5.4888 2.6238 -3.9496 0.08 0.03 -0.05 0.36
H -7.9214 2.7201 -3.5092 -0.04 0.03 -0.04 0.37
H -8.7988 1.8186 -1.3867 -0.08 -0.03 0.06 0.35
H -7.2974 0.8312 0.2654 0.03 0.03 -0.06 0.15
F 3.0913 3.3514 -0.4744 0.37 0.90 0.31 -0.18
B 3.0377 2.9540 0.8844 2.04 1.15 -0.08 -0.78
F 3.7519 1.7158 0.7143 0.62 0.01 0.72 -0.11
C 1.1467 -2.5419 5.9591 0.07 0.00 -0.20 -1.42
C 1.3645 -2.5073 4.4498 -0.04 -0.01 0.05 0.22
C 1.0244 -1.1534 3.8473 0.14 -0.18 -0.60 -1.07
S 1.8443 -0.9054 2.2116 0.41 -0.82 1.84 0.67
O 1.4697 0.5021 1.8966 -0.11 0.36 0.82 -0.34
C 3.5749 -0.7288 2.8791 -0.17 -0.26 -0.18 -0.98
C 4.5021 -1.8815 2.5187 -0.04 -0.11 -0.13 -0.34
C 4.3990 -2.2601 1.0500 0.13 -0.09 0.12 -1.05
H 1.3108 -3.5489 6.3371 -0.05 -0.05 0.10 0.40
H 0.1351 -2.2298 6.2103 -0.08 -0.01 0.07 0.33
H 1.8455 -1.8762 6.4608 0.03 0.11 0.09 0.33
H 0.7451 -3.2727 3.9828 0.06 -0.05 -0.12 0.34
H 2.4061 -2.7534 4.2363 0.03 -0.10 0.01 0.00
H 1.3370 -0.3198 4.4744 0.11 0.10 -0.05 0.39
H -0.0424 -1.0560 3.6528 -0.05 0.06 -0.10 0.46
H 3.5431 -0.5879 3.9586 -0.21 0.15 0.02 0.40
H 3.9169 0.1929 2.4086 -0.13 0.03 -0.04 0.54
H 4.2874 -2.7608 3.1355 0.09 0.09 0.02 0.20
H 5.5246 -1.5656 2.7409 -0.03 -0.02 0.13 0.35
H 3.4321 -2.7182 0.8631 -0.01 -0.03 -0.18 0.17
H 5.1755 -2.9712 0.7747 0.04 -0.06 -0.04 0.47
H 4.4883 -1.3803 0.4172 -0.06 0.05 -0.15 0.26
```
Forces are in eV/Å.

Computed properties:
Orbital gap (spin up / spin down) (eV): 6.79 / 6.89
Spin multiplicity: 2
Net charge: -1


(2)
Density functional theory data (wB97M-V/def2-TZVPD) for a structure of composition C22H26Cl58FP.

```
108
Properties=species:S:1:pos:R:3:forces:R:3:mulliken_charge:R:1
C -1.6834 -0.7659 -0.2341 -0.13 0.24 -1.18 -0.94
C -2.2889 0.6484 -0.5685 0.40 -0.38 0.42 0.49
C -3.7979 0.7815 -0.2371 1.44 -0.57 0.15 0.07
F -4.1926 2.0488 -0.6784 -0.24 -0.14 -0.22 -0.23
P -4.9199 -0.5164 -1.0126 -1.07 0.75 -1.06 0.26
Cl -5.8266 -1.4900 0.6457 -3.11 1.42 -5.89 -0.08
H -0.8551 -0.6240 0.4808 -0.44 -0.47 -0.30 0.19
H -1.3006 -1.2272 -1.1626 0.07 0.24 0.42 0.40
H -2.4510 -1.4577 0.1637 0.93 0.38 -0.56 0.09
H -1.7692 1.3970 0.0663 -0.38 -0.26 -0.36 0.05
H -2.0537 0.9479 -1.6094 -0.51 -0.43 0.68 -0.42
H -3.8933 0.7364 0.8651 -0.48 0.41 -1.04 0.46
H -4.1145 -1.5085 -1.6681 0.17 0.23 1.23 -0.27
C -4.2037 -2.0230 2.4876 1.89 -0.87 2.80 0.72
Cl -3.5133 -3.5820 2.0241 0.02 0.06 -0.10 -0.11
Cl -4.6900 -2.0344 4.1865 0.08 -0.01 0.28 -0.18
Cl -3.0538 -0.7177 2.1784 -0.29 -0.41 2.06 -0.13
H -5.0857 -1.8475 1.8812 2.00 -0.75 2.74 -0.46
C -3.6198 2.5494 -3.8318 0.03 0.08 0.02 0.30
Cl -3.7646 0.8896 -4.4268 -0.02 -0.01 0.09 -0.10
Cl -2.0103 2.8271 -3.1589 -0.09 0.28 -0.31 0.00
Cl -3.9657 3.7072 -5.1211 0.00 -0.08 0.08 -0.14
H -4.3474 2.6909 -3.0398 0.06 -0.05 -0.03 -0.03
C -3.4456 -4.4808 -2.4958 -0.02 0.02 0.19 -0.19
Cl -3.5551 -3.0749 -3.5651 0.09 -0.16 -0.15 -0.08
Cl -2.0332 -4.3643 -1.4434 -0.04 0.00 -0.12 -0.04
Cl -4.9188 -4.6392 -1.5335 0.03 0.01 -0.06 -0.09
H -3.3422 -5.3668 -3.1108 -0.01 0.07 0.02 0.43
C -8.2462 1.4254 -0.7708 -0.07 0.02 0.09 -0.04
Cl -8.3857 2.8103 -1.8615 0.04 -0.09 0.01 -0.14
Cl -6.8351 1.5964 0.2734 -0.51 0.44 0.24 -0.04
Cl -9.7155 1.2359 0.1931 0.30 0.03 -0.31 0.00
H -8.1136 0.5313 -1.3714 0.05 0.05 0.03 0.24
C 2.4728 -2.1924 0.3216 -0.04 0.01 0.14 0.17
Cl 2.1538 -0.6119 -0.4026 0.11 -0.13 0.12 -0.03
Cl 3.0037 -2.0158 1.9970 -0.04 -0.07 -0.29 0.02
Cl 1.0328 -3.2100 0.2265 0.04 -0.08 0.00 -0.03
H 3.2679 -2.6716 -0.2394 -0.06 0.03 0.01 -0.09
C -3.8485 4.6238 1.3934 0.06 -0.01 -0.10 0.23
Cl -4.1698 6.3591 1.3010 0.00 -0.09 0.00 -0.14
Cl -2.3448 4.2236 0.5591 -0.30 0.11 0.11 0.01
Cl -3.7862 4.0891 3.0782 -0.04 -0.06 -0.07 -0.09
H -4.6605 4.0998 0.9009 0.04 0.01 0.04 0.03
C 1.3893 4.9936 -3.7419 0.03 -0.15 0.00 -0.11
Cl 1.0328 3.9540 -5.1231 0.02 0.07 -0.01 -0.10
Cl 0.9562 4.1759 -2.2345 0.09 0.06 -0.09 -0.05
Cl 3.0955 5.4550 -3.7363 -0.08 -0.02 0.01 -0.11
H 0.7922 5.8941 -3.8249 0.03 -0.06 0.01 0.35
C 3.8420 1.1469 -3.7102 -0.21 0.12 0.36 0.80
Cl 2.1807 0.6294 -3.4240 0.03 0.10 -0.26 -0.07
Cl 4.5049 1.9332 -2.2745 -0.01 -0.03 -0.11 -0.10
Cl 4.8455 -0.2300 -4.1852 0.05 0.01 -0.22 -0.15
H 3.8446 1.8627 -4.5227 0.01 -0.09 0.06 -0.51
C 3.0103 -7.0112 1.0425 -0.14 0.13 -0.03 -0.06
Cl 2.2008 -7.3220 -0.4975 0.06 -0.01 0.07 -0.12
Cl 4.3006 -5.8197 0.8381 -0.02 -0.06 0.07 -0.08
Cl 1.8511 -6.4659 2.2574 0.07 -0.06 -0.04 -0.09
H 3.4545 -7.9374 1.3868 0.00 0.06 -0.03 0.36
C 5.4412 -0.1043 4.4007 0.02 -0.15 -0.05 -0.01
Cl 3.7778 -0.6055 4.7226 0.10 0.14 0.19 -0.15
Cl 6.1425 0.6763 5.8237 -0.02 0.02 -0.05 -0.13
Cl 6.4213 -1.4877 3.9051 -0.14 0.21 0.06 0.00
H 5.4292 0.6142 3.5890 0.01 -0.02 0.06 0.28
C 6.7683 -2.8223 -2.5242 0.19 -0.06 0.08 0.82
Cl 7.3259 -3.7741 -3.9034 -0.06 -0.11 0.29 -0.14
Cl 5.8520 -3.8257 -1.3917 -0.02 0.06 -0.11 -0.07
Cl 8.1293 -2.0459 -1.7090 -0.12 -0.01 -0.06 -0.12
H 6.1120 -2.0503 -2.9019 0.00 -0.01 0.11 -0.48
C -13.7957 0.4449 1.3530 -0.01 0.12 0.07 0.06
Cl -12.1783 0.8928 1.9035 -0.44 0.01 0.08 -0.06
Cl -14.6992 -0.3412 2.6528 0.05 -0.01 -0.08 -0.12
Cl -14.6683 1.8610 0.7563 0.04 -0.09 -0.01 -0.13
H -13.6929 -0.2600 0.5362 0.00 0.04 0.05 0.25
C 5.4245 1.9189 -7.5661 0.10 -0.01 -0.15 0.41
Cl 4.5363 1.6461 -9.0681 0.03 -0.01 0.12 -0.12
Cl 7.0685 2.4676 -7.9046 -0.10 -0.07 0.06 -0.12
Cl 4.5748 3.0890 -6.5442 0.02 0.05 -0.09 -0.10
H 5.4835 0.9783 -7.0295 0.00 0.06 -0.02 -0.09
C -1.9025 2.6115 6.3067 -0.02 -0.07 -0.04 0.21
Cl -2.3793 1.1430 5.4492 0.01 0.07 0.04 -0.05
Cl -2.3155 2.5123 8.0221 0.01 0.01 -0.12 -0.13
Cl -0.1773 2.9328 6.0939 -0.14 -0.21 0.24 -0.13
H -2.4522 3.4385 5.8722 0.05 -0.01 0.06 0.09
C 1.0696 5.8162 2.4763 -0.03 -0.22 0.06 -0.14
Cl 0.7643 4.8603 1.0237 0.37 0.23 -0.03 0.01
Cl 0.5534 4.8878 3.8861 0.10 0.28 -0.14 -0.02
Cl 2.7752 6.2678 2.5859 -0.12 0.00 0.02 -0.13
H 0.4788 6.7236 2.4293 0.04 -0.05 -0.05 0.29
C 8.3779 -2.5593 -7.9185 -0.02 0.16 -0.11 -0.02
Cl 7.5603 -2.8552 -9.4568 0.05 -0.02 0.09 -0.12
Cl 9.6480 -1.3466 -8.1106 -0.05 -0.09 0.03 -0.12
Cl 7.2186 -2.0571 -6.6825 0.03 0.09 -0.25 -0.02
H 8.8383 -3.4853 -7.5948 -0.04 0.06 0.00 0.30
C -9.7967 -2.2345 3.1917 0.09 0.09 -0.01 -0.04
Cl -10.0844 -0.6845 3.9939 0.11 -0.21 0.00 -0.12
Cl -10.2853 -2.1774 1.4948 0.00 -0.05 0.07 -0.10
Cl -8.0976 -2.7019 3.3310 -0.09 0.01 0.04 -0.06
H -10.3953 -2.9879 3.6896 0.03 0.05 -0.03 0.35
C 9.0671 -4.0639 6.1663 0.07 0.12 -0.04 0.01
Cl 8.8438 -2.5409 7.0345 -0.03 -0.09 -0.04 -0.10
Cl 8.5511 -3.9043 4.4843 0.12 -0.17 0.07 -0.09
Cl 10.7524 -4.5885 6.2523 -0.09 -0.01 0.01 -0.13
H 8.4514 -4.8187 6.6407 0.03 0.05 -0.03 0.31
C 9.3516 1.9611 4.1389 0.11 -0.13 0.01 0.01
Cl 9.8591 0.4728 4.9441 -0.08 0.09 -0.04 -0.07
Cl 10.7568 2.8868 3.5994 -0.09 0.00 0.04 -0.14
Cl 8.2857 1.6006 2.7748 0.00 0.04 0.03 -0.08
H 8.7999 2.5632 4.8513 0.01 -0.05 -0.05 0.27
```
Forces are in eV/Å.

Computed properties:
Orbital gap (eV): 8.99
Net charge: 0


(3)
Density functional theory data (wB97M-V/def2-TZVPD) for a structure of composition C22H26CoF4N4O.

```
58
Properties=species:S:1:pos:R:3:forces:R:3:mulliken_charge:R:1
Co 0.1222 0.7640 0.2519 0.06 0.89 0.12 -0.05
C 2.9083 1.1444 1.9153 -0.02 0.03 0.01 -1.18
N 2.3700 0.9681 0.5705 -0.10 0.05 0.00 0.60
C 2.9938 -0.2189 -0.0271 -0.06 0.01 0.02 -1.39
C 2.6277 2.1630 -0.2498 0.10 -0.04 -0.01 -1.15
C 1.8574 2.1177 -1.5561 0.00 -0.08 -0.02 -0.65
N 0.4671 1.8403 -1.2445 0.00 -0.11 -0.02 0.11
C -0.4867 1.9578 -2.2236 0.10 -0.09 0.03 0.13
C -1.8312 1.7741 -1.8600 -0.12 0.04 0.03 0.25
F -2.1134 1.5002 -0.5615 0.05 0.00 -0.03 -0.29
C -2.8788 1.8831 -2.7415 0.01 -0.01 0.03 0.04
F -4.1268 1.6972 -2.2834 0.00 0.01 -0.02 -0.32
C -2.6701 2.1852 -4.0739 0.00 0.00 0.00 -0.53
C -1.3608 2.3655 -4.4618 0.05 0.01 -0.01 0.02
F -1.0827 2.6493 -5.7447 -0.02 -0.01 0.00 -0.32
C -0.2988 2.2522 -3.5821 -0.01 -0.02 -0.07 0.72
F 0.9406 2.4092 -4.0958 -0.01 0.01 0.03 -0.33
H 4.0065 1.1751 1.9082 0.00 0.01 0.00 0.33
H 2.5906 0.3175 2.5514 0.00 -0.01 -0.01 0.31
H 2.5506 2.0805 2.3433 -0.03 0.00 0.02 0.37
H 4.0851 -0.0964 -0.0625 0.00 -0.01 -0.02 0.34
H 2.6050 -0.3902 -1.0258 -0.02 0.00 -0.02 0.31
H 2.7424 -1.0958 0.5667 0.01 0.01 0.01 0.40
H 3.7041 2.2743 -0.4501 -0.01 -0.01 0.03 0.38
H 2.3000 3.0326 0.3257 -0.02 0.00 0.00 0.41
H 2.2904 1.3664 -2.2257 0.01 0.00 -0.01 0.38
H 1.9807 3.0832 -2.0523 -0.02 0.01 0.00 0.51
H -3.4869 2.2717 -4.7736 0.00 0.00 0.00 0.51
N -1.6625 0.5624 7.1185 0.00 -0.02 0.05 -0.37
C -2.3323 0.0283 6.0624 0.05 0.02 -0.17 0.23
O -3.3573 -0.6058 6.1779 -0.02 0.01 0.04 -0.59
C -1.7366 0.2898 4.6969 -0.07 -0.02 0.19 0.98
C -2.1267 -0.5357 3.6561 0.03 0.04 -0.09 -0.76
C -1.5864 -0.3259 2.3997 -0.07 -0.07 0.04 -0.35
N -0.7108 0.6538 2.1511 0.33 -0.67 -0.30 -0.05
C -0.3649 1.4710 3.1463 -0.13 0.04 0.01 -0.37
C -0.8493 1.3242 4.4331 0.01 0.06 -0.08 -0.92
H -1.9987 0.3130 8.0341 0.00 0.01 0.00 0.25
H -0.7039 0.8480 7.0352 0.00 0.01 -0.01 0.20
H -2.8398 -1.3276 3.8334 0.00 0.00 0.01 0.48
H -1.8408 -0.9538 1.5554 0.06 -0.02 -0.01 0.46
H 0.3034 2.2831 2.8933 0.08 -0.02 0.00 0.54
H -0.5515 2.0349 5.1917 -0.01 -0.01 0.01 0.38
C 1.0222 -2.9649 -3.2133 0.01 -0.01 -0.01 -1.60
C -0.0299 -3.1353 -2.1090 0.01 0.05 0.00 2.02
C -1.4148 -3.2984 -2.7481 -0.01 0.01 -0.01 -1.63
C 0.3009 -4.3801 -1.2764 0.00 -0.01 0.00 -1.63
C -0.0251 -1.9391 -1.2471 -0.10 -0.07 0.15 -0.18
C -0.0283 -0.9549 -0.5337 -0.09 -0.02 0.05 -0.33
H 1.0006 -3.8195 -3.8943 0.00 -0.01 0.00 0.42
H 2.0234 -2.8939 -2.7841 -0.01 0.02 0.00 0.34
H 0.8309 -2.0576 -3.7878 0.00 -0.01 0.00 0.33
H -1.4320 -4.1772 -3.3977 0.00 0.00 0.00 0.41
H -1.6670 -2.4201 -3.3438 0.00 0.00 0.00 0.37
H -2.1797 -3.4179 -1.9801 0.00 0.00 0.00 0.36
H 0.3391 -5.2651 -1.9164 -0.01 0.00 0.00 0.39
H -0.4557 -4.5402 -0.5073 0.00 0.00 0.00 0.38
H 1.2672 -4.2665 -0.7831 0.00 0.00 -0.01 0.35
```
Forces are in eV/Å.

Computed properties:
Orbital gap (spin up / spin down) (eV): 6.87 / 6.92
Spin multiplicity: 2
Energy relative to the best compared isomer or geometry (same formula, charge and spin) (kcal/mol): 6.7
Net charge: 0


Which of these has the lowest net charge? C22H26BCeF2N5O2S5